(1)
{
  "formula": "C3H10NS",
  "method": "wB97M-V/def2-TZVPD",
  "elements": ["C", "S", "H", "H", "H", "C", "N", "C", "H", "H", "H", "H", "H", "H", "H"],
  "coordinates": [[-2.378, -0.694, 0.496], [-1.774, 1.038, -0.182], [-3.383, -0.420, 0.839], [-2.604, -1.309, -0.456], [-1.621, -1.140, 1.125], [1.286, -0.620, 0.680], [1.159, -0.270, -0.752], [1.270, 1.204, -1.035], [2.290, -1.028, 0.854], [1.278, 0.258, 1.461], [0.667, -1.406, 0.983], [0.161, -0.403, -0.775], [0.901, 1.910, -0.169], [0.464, 1.403, -1.765], [2.283, 1.477, -1.304]],
  "forces_ev_per_a": [[-0.84, 1.53, -3.40], [-0.57, -1.33, 0.61], [0.54, -0.64, 0.90], [0.70, 0.51, 1.57], [-0.38, -0.17, 0.44], [3.31, 2.36, 0.94], [-0.52, 1.02, 1.44], [-1.51, 0.21, 1.62], [0.25, -0.05, -0.05], [-0.67, -1.29, -1.58], [-1.48, -0.92, 0.27], [-0.79, 0.23, -1.06], [0.87, -1.55, -1.11], [0.93, 0.07, -0.21], [0.15, 0.04, -0.39]],
  "total_energy_ev": -15597.715,
  "charge": -1,
  "molar_mass_g_mol": 92.2,
  "e_homo_ev": -2.4,
  "lumo_ev": 4.2558
}

=====

(2)
{
  "formula": "C27H47N6O6S2",
  "method": "wB97M-V/def2-TZVPD",
  "elements": ["N", "C", "C", "C", "C", "C", "C", "O", "O", "C", "C", "C", "S", "C", "S", "N", "C", "C", "N", "C", "C", "C", "N", "H", "H", "H", "H", "H", "H", "H", "H", "H", "H", "H", "H", "H", "H", "H", "H", "H", "C", "O", "C", "C", "N", "C", "C", "O", "C", "H", "H", "H", "H", "H", "H", "H", "H", "H", "H", "H", "H", "H", "H", "H", "C", "O", "C", "C", "N", "C", "C", "O", "C", "H", "H", "H", "H", "H", "H", "H", "H", "H", "H", "H", "H", "H", "H", "H"],
  "coordinates": [[-6.441, -2.329, 1.846], [-6.364, -2.844, 0.641], [-4.999, -3.120, -0.171], [-4.685, -1.973, -1.270], [-3.309, -2.081, -2.025], [-2.982, -0.993, -3.078], [-1.666, -0.939, -3.984], [-1.024, 0.153, -3.965], [-1.270, -2.032, -4.784], [0.154, -1.984, -5.085], [1.042, -2.175, -3.758], [2.163, -1.016, -3.706], [1.824, -0.013, -2.149], [2.757, -0.805, -0.723], [1.993, -1.488, 0.602], [4.251, -0.754, -0.867], [4.867, -1.853, -1.575], [6.353, -1.401, -1.547], [6.427, -0.137, -0.816], [5.114, 0.295, -0.374], [-4.015, 0.175, -3.320], [-5.324, 0.169, -2.507], [-5.611, -0.886, -1.551], [-5.467, -2.155, 2.183], [-7.344, -3.111, 0.089], [-4.110, -3.252, 0.542], [-5.173, -4.113, -0.744], [-2.580, -2.939, -1.838], [0.429, -2.855, -5.794], [0.439, -1.029, -5.672], [1.564, -3.209, -3.794], [0.458, -2.152, -2.778], [3.184, -1.530, -3.695], [2.157, -0.296, -4.590], [4.344, -2.745, -2.042], [7.176, -2.003, -2.047], [4.821, 1.226, 0.215], [-3.814, 0.995, -4.082], [-6.082, 1.000, -2.679], [-6.525, -0.803, -1.059], [7.849, 1.721, -3.278], [8.732, 2.611, -3.946], [8.791, 3.905, -3.342], [10.154, 4.129, -2.683], [10.315, 3.292, -1.494], [11.684, 3.257, -0.975], [12.776, 2.674, -1.886], [12.650, 1.275, -2.126], [11.759, 0.934, -3.178], [7.737, 0.828, -3.898], [8.258, 1.417, -2.312], [6.862, 2.173, -3.138], [7.973, 4.069, -2.635], [8.679, 4.632, -4.152], [10.248, 5.181, -2.397], [10.920, 3.909, -3.435], [10.037, 2.343, -1.719], [11.654, 2.654, -0.062], [11.972, 4.270, -0.672], [13.729, 2.796, -1.361], [12.883, 3.225, -2.827], [11.751, 1.681, -3.976], [10.754, 0.784, -2.783], [12.086, -0.018, -3.602], [-10.171, 0.673, 8.508], [-8.940, 0.847, 7.823], [-8.113, -0.318, 7.845], [-8.020, -0.938, 6.448], [-9.291, -1.541, 6.047], [-9.351, -1.911, 4.632], [-9.231, -0.781, 3.596], [-10.336, 0.118, 3.584], [-10.262, 1.159, 4.550], [-10.654, 1.649, 8.587], [-10.837, 0.007, 7.954], [-10.011, 0.282, 9.517], [-8.448, -1.049, 8.586], [-7.113, 0.015, 8.138], [-7.241, -1.706, 6.446], [-7.719, -0.142, 5.758], [-10.041, -0.886, 6.236], [-10.318, -2.401, 4.480], [-8.582, -2.665, 4.431], [-9.227, -1.252, 2.608], [-8.283, -0.237, 3.670], [-9.234, 1.476, 4.743], [-10.746, 0.846, 5.475], [-10.820, 2.016, 4.166]],
  "forces_ev_per_a": [[1.09, -1.29, -3.13], [0.08, 0.83, 1.17], [-1.18, 0.27, -0.51], [1.91, 0.64, -1.34], [-2.61, 3.41, -1.32], [-3.09, -0.29, 1.00], [2.29, 2.78, -0.62], [-2.71, -4.39, 0.15], [-0.98, 1.87, 2.26], [1.86, -0.42, -0.60], [0.68, 0.11, -0.70], [0.41, -1.16, 0.41], [0.90, -0.64, 0.63], [0.20, -0.48, 0.28], [1.34, 1.39, -2.30], [-1.69, -0.44, 0.19], [4.46, 3.67, 1.16], [-5.12, 0.98, 1.32], [-3.04, -1.06, -0.23], [3.02, -4.84, -3.32], [-1.16, -2.91, 2.96], [3.41, -1.50, -1.11], [3.12, -0.10, -1.62], [-0.80, -0.08, -0.07], [1.60, 0.40, 0.95], [-1.26, 0.40, -1.16], [0.52, 1.64, 0.79], [-1.36, 1.36, -0.15], [-1.17, 1.31, 1.14], [-0.73, -1.41, 1.27], [-0.88, 1.70, -0.03], [0.49, 0.06, -1.52], [-1.25, 1.11, 0.19], [-0.22, -0.92, 1.33], [0.59, 1.58, 1.01], [-0.95, 1.41, 1.09], [0.45, -1.77, -1.10], [-0.29, -1.31, 1.26], [0.98, -1.49, 0.53], [1.08, -0.40, -0.25], [0.29, -0.03, -0.17], [-0.37, 0.09, 0.29], [0.61, 0.15, -0.27], [-0.40, -0.41, 0.13], [0.10, 0.13, -0.21], [-0.12, -0.27, -0.06], [0.17, -0.03, 0.46], [-0.08, 0.40, -0.27], [0.21, -0.30, 0.24], [0.06, 0.11, -0.01], [-0.23, -0.01, 0.12], [0.01, -0.03, 0.09], [0.06, -0.18, 0.07], [-0.01, 0.01, 0.04], [0.01, -0.01, 0.01], [-0.01, 0.16, -0.16], [-0.01, 0.14, 0.04], [0.11, 0.04, -0.05], [0.01, -0.02, -0.11], [-0.06, -0.06, -0.01], [-0.17, -0.08, -0.08], [-0.07, 0.05, 0.07], [-0.19, 0.08, -0.20], [0.08, 0.08, 0.07], [0.09, 0.26, -0.12], [-0.15, -0.39, 0.26], [0.35, 0.20, -0.51], [-0.47, 0.07, 0.35], [0.23, 0.14, -0.13], [-0.21, 0.16, 0.13], [-0.29, -0.34, -0.21], [0.51, 0.00, 0.08], [-0.36, -0.01, -0.22], [0.13, -0.07, -0.05], [-0.10, -0.12, 0.14], [-0.05, -0.04, -0.04], [-0.16, 0.04, -0.09], [-0.01, -0.04, 0.01], [-0.02, -0.02, -0.01], [0.21, 0.07, 0.04], [0.11, -0.10, 0.03], [0.07, 0.04, -0.10], [0.04, 0.11, -0.01], [-0.03, 0.01, 0.06], [-0.04, 0.10, 0.17], [0.00, -0.10, 0.07], [0.14, 0.13, 0.20], [0.05, -0.11, -0.06]],
  "total_energy_ev": -71638.579,
  "charge": 1,
  "molar_mass_g_mol": 615.8,
  "e_homo_ev": -9.4,
  "lumo_ev": -5.3529
}

=====

What did we get for relative energy (zero: lowest compared OMol25 entry of this formula, charge and spin)? Answer: 201.3, 509.7 kJ/mol, in the order shown.